1.
Density functional theory data (the ωB97M-V functional and the def2-TZVPD basis) for one molecule with the formula C4H9NO2 at a distorted geometry.

Last columns: bonded neighbours and bond lengths (Å).
Positions of all 16 atoms, in Å:
1 H 1.156 1.290 -0.907  C9 1.090
2 H 1.077 -0.379 1.166  C11 1.097
3 O -1.594 -1.177 -1.786  C16 1.208
4 H -0.108 0.763 1.782  C11 1.102
5 H 0.397 -2.612 -1.782  N14 1.001
6 H -1.876 0.127 0.208  C7 1.088
7 C -0.943 -0.407 0.381  H6 1.088, C11 1.548, H13 1.092, C16 1.549
8 H -0.792 2.489 0.009  O15 0.947
9 C 0.950 1.543 0.134  H1 1.090, H10 1.087, C11 1.527, O15 1.429
10 H 1.825 1.846 0.702  C9 1.087
11 C 0.321 0.352 0.853  H2 1.097, H4 1.102, C7 1.548, C9 1.527
12 H 1.014 -2.129 -0.243  N14 1.000
13 H -1.132 -1.178 1.131  C7 1.092
14 N 0.336 -2.029 -0.972  H5 1.001, H12 1.000, C16 1.362
15 O 0.097 2.682 0.269  H8 0.947, C9 1.429
16 C -0.729 -1.180 -0.944  O3 1.208, C7 1.549, N14 1.362

Its orbital gap is 10.417 eV. Its LUMO energy is 0.70 eV. The calculation puts the HOMO energy at -9.7 eV. As for the structure (SMILES): NC(=O)CCCO.

2.
Density functional theory data (the ωB97M-V functional and the def2-TZVPD basis) for a 2-piece molecular cluster, C13H15NO overall at a distorted geometry.

Last columns: bonded neighbours and bond lengths (Å).
Positions of all 30 atoms, in Å:
1 C 1.536 1.767 0.448  H3 1.200, C9 1.436, C19 1.492, H30 1.158
2 H -2.128 0.969 0.914  C18 1.116
3 H 1.802 2.646 -0.325  C1 1.200
4 H -0.109 -3.884 -0.359  C13 1.016
5 C -0.362 -3.005 1.476  H8 1.074, C12 1.382, C13 1.379
6 H -4.394 0.966 -0.808  C21 1.023
7 H 2.804 0.838 1.904  C19 1.085
8 H -0.449 -4.004 1.859  C5 1.074
9 C 1.189 0.606 -0.323  C1 1.436, C11 1.433, O24 1.341
10 C -2.855 0.764 -2.418  C14 1.362, C21 1.438, H25 1.095
11 C 0.593 -0.570 0.238  C9 1.433, C15 1.427, C16 1.442
12 C -0.060 -1.918 2.274  C5 1.382, C15 1.442, H20 1.143
13 C -0.068 -2.993 0.128  H4 1.016, C5 1.379, C16 1.390
14 C -1.502 0.875 -2.296  C10 1.362, H17 1.039, N22 1.364
15 C 0.321 -0.683 1.634  C11 1.427, C12 1.442, H26 1.025
16 C 0.353 -1.807 -0.463  C11 1.442, C13 1.390, H28 1.101
17 H -0.851 0.883 -3.106  C14 1.039
18 C -2.243 0.930 -0.196  H2 1.116, C21 1.490, N22 1.318
19 C 2.816 1.670 1.208  C1 1.492, H7 1.085, H23 1.206, H27 1.073
20 H -0.252 -1.825 3.397  C12 1.143
21 C -3.423 0.826 -1.099  H6 1.023, C10 1.438, C18 1.490
22 N -1.182 1.001 -0.976  C14 1.364, C18 1.318
23 H 3.825 1.468 0.579  C19 1.206
24 O 1.680 0.764 -1.561  C9 1.341, H29 0.961
25 H -3.303 0.580 -3.401  C10 1.095
26 H 0.365 0.194 2.164  C15 1.025
27 H 3.016 2.607 1.691  C19 1.073
28 H 0.685 -1.812 -1.513  C16 1.101
29 H 1.570 -0.011 -2.119  O24 0.961
30 H 0.626 2.158 1.049  C1 1.158

Its orbital gap (alpha / beta) is 5.230 / 5.229 eV. Its LUMO energy (alpha / beta) is -1.28 / -1.28 eV. The calculation puts the HOMO energy (alpha / beta) at -6.5 / -6.5 eV.

Please write out number 1 again, unchanged.
Density functional theory data (the ωB97M-V functional and the def2-TZVPD basis) for one molecule with the formula C4H9NO2 at a distorted geometry.

Last columns: bonded neighbours and bond lengths (Å).
Positions of all 16 atoms, in Å:
1 H 1.156 1.290 -0.907  C9 1.090
2 H 1.077 -0.379 1.166  C11 1.097
3 O -1.594 -1.177 -1.786  C16 1.208
4 H -0.108 0.763 1.782  C11 1.102
5 H 0.397 -2.612 -1.782  N14 1.001
6 H -1.876 0.127 0.208  C7 1.088
7 C -0.943 -0.407 0.381  H6 1.088, C11 1.548, H13 1.092, C16 1.549
8 H -0.792 2.489 0.009  O15 0.947
9 C 0.950 1.543 0.134  H1 1.090, H10 1.087, C11 1.527, O15 1.429
10 H 1.825 1.846 0.702  C9 1.087
11 C 0.321 0.352 0.853  H2 1.097, H4 1.102, C7 1.548, C9 1.527
12 H 1.014 -2.129 -0.243  N14 1.000
13 H -1.132 -1.178 1.131  C7 1.092
14 N 0.336 -2.029 -0.972  H5 1.001, H12 1.000, C16 1.362
15 O 0.097 2.682 0.269  H8 0.947, C9 1.429
16 C -0.729 -1.180 -0.944  O3 1.208, C7 1.549, N14 1.362

Its orbital gap is 10.417 eV. Its LUMO energy is 0.70 eV. The calculation puts the HOMO energy at -9.7 eV. As for the structure (SMILES): NC(=O)CCCO.